Record 1
ORCA calculation (ωB97M-V/def2-TZVPD) on a structure of composition C17H19F7N4O7RuSe.

## Properties
HOMO energy (alpha / beta) ... -5.3 / -5.3 eV
Expectation value of S² ... 0.755
Spin multiplicity ... 2
LUMO level (alpha / beta) ... 2.51 / 1.94 eV
Maximum force ... 0.5 eV/Å
M ... 704.38 g mol⁻¹
Charge ... -1
Energy above the lowest of the compared OMol25 structures with the same formula, charge and spin ... 10.9 kcal per mole
Electronic energy ... -125180.4398 eV

Positions of all 56 atoms, in Å:
Ru  0.354  0.246  0.138
Se  -2.082  2.597  4.142
F  1.305  2.464  -3.925
F  2.351  0.573  -4.085
F  3.423  2.352  -3.495
F  -0.693  -4.521  0.075
F  4.223  -2.718  1.499
F  1.084  -6.194  1.054
F  2.465  -0.975  0.563
O  -1.933  2.596  5.769
O  1.454  0.026  6.920
O  -0.300  2.458  3.730
O  2.524  1.996  -0.996
O  0.930  0.605  -1.773
O  -2.603  1.099  3.663
O  -0.314  2.028  0.896
N  0.081  -0.357  2.116
N  -0.063  -1.699  -0.221
N  0.319  -0.816  4.509
N  -1.513  0.659  -0.438
C  2.286  -0.225  5.811
C  0.115  -0.492  3.263
C  2.711  -4.515  1.308
C  1.916  1.425  -1.878
C  2.084  -2.282  0.663
C  -1.501  -1.805  0.092
C  0.775  -2.646  0.284
C  2.267  1.701  -3.362
C  1.438  -4.901  0.942
C  -1.673  1.434  -1.680
C  0.502  -4.015  0.445
C  3.009  -3.174  1.150
C  -2.267  -0.622  -0.504
C  -1.632  1.596  0.736
C  -0.551  -0.382  5.621
C  0.209  0.598  6.488
C  1.659  -1.267  4.899
H  1.552  -2.213  5.437
H  -1.456  0.058  5.206
H  3.243  -0.587  6.191
H  3.433  -5.218  1.690
H  -1.640  -1.825  1.178
H  -1.957  -2.709  -0.315
H  -2.305  2.435  0.513
H  -0.227  2.403  2.757
H  -3.245  -0.518  -0.029
H  -2.425  -0.817  -1.565
H  2.258  -1.434  4.004
H  -2.732  1.689  -1.791
H  -1.086  2.345  -1.599
H  -2.015  1.026  1.589
H  -0.369  0.833  7.377
H  2.455  0.701  5.245
H  -1.330  0.861  -2.536
H  -0.804  -1.279  6.193
H  0.387  1.521  5.935

Mulliken population analysis, charges in e, atoms 1 to 8:
1 Ru 0.209
2 Se 0.763
3 F -0.263
4 F -0.249
5 F -0.258
6 F -0.350
7 F -0.343
8 F -0.332



Record 2
ORCA calculation (ωB97M-V/def2-TZVPD) on a cluster of 8 separate species, C57H124N6O9 in total in a non-equilibrium geometry.

## Properties
HOMO energy ... -8.0 eV
LUMO level ... 0.40 eV
Maximum force ... 3.0 eV/Å
M ... 1037.65 g mol⁻¹
Charge ... 0
Energy above the lowest of the compared OMol25 structures with the same formula, charge and spin ... 39.2 kcal per mole
Electronic energy ... -88479.1975 eV

Positions of all 196 atoms, in Å:
O  -0.907  -2.797  4.630
O  -2.208  -0.799  3.360
O  -2.639  -5.499  -2.391
O  0.764  1.634  -0.024
O  -1.701  3.039  -3.909
O  5.533  0.166  -6.048
O  -1.176  2.436  3.518
O  3.431  3.709  -0.498
O  -1.734  1.173  1.123
N  -0.996  -3.675  3.477
N  -3.002  3.349  -3.383
N  3.048  3.103  0.724
N  -1.353  -4.988  -1.971
N  -1.653  1.717  4.656
N  4.321  0.612  -5.465
C  -0.385  -5.867  -2.673
C  -3.332  1.598  6.461
C  -2.236  -0.959  1.936
C  -1.903  4.160  -1.266
C  -1.153  -0.146  1.264
C  3.604  1.661  -7.704
C  -4.438  4.730  -2.039
C  -2.450  5.672  -3.171
C  0.165  2.884  6.002
C  -2.981  1.169  -2.099
C  -2.935  4.439  -2.399
C  -0.458  1.546  5.645
C  1.396  -4.434  3.923
C  -2.819  3.916  5.217
C  -0.526  -7.257  -1.968
C  -0.650  -6.096  1.910
C  3.636  5.165  2.061
C  2.317  -0.316  -4.486
C  1.493  0.723  -5.323
C  0.067  -3.014  -1.990
C  -1.944  -4.900  3.745
C  1.347  4.774  1.150
C  2.204  3.414  3.022
C  -1.513  -5.699  4.951
C  -2.307  -3.006  -1.193
C  2.573  4.105  1.729
C  0.981  -5.313  -2.286
C  4.109  2.147  1.148
C  0.923  -2.606  2.360
C  -2.147  1.525  7.443
C  4.153  1.009  0.126
C  3.698  1.761  -6.186
C  -3.270  -4.176  3.959
C  4.429  -1.325  -3.937
C  5.415  2.775  1.445
C  -0.938  0.804  6.854
C  -5.112  3.461  -1.473
C  -3.684  2.078  -3.105
C  2.360  2.020  -5.441
C  4.680  2.870  -5.914
C  0.866  1.282  -1.392
C  -2.913  2.385  5.167
C  -1.345  -3.543  -2.227
C  1.191  -3.799  -2.708
C  0.534  0.749  4.923
C  -1.850  -3.016  -3.558
C  -0.475  -6.022  -4.194
C  3.324  2.490  3.565
C  -2.037  -5.707  2.452
C  -5.086  2.525  -2.632
C  3.472  -1.530  -6.294
C  -3.956  1.275  -4.383
C  -4.040  1.958  4.154
C  0.358  -3.929  2.918
C  3.598  -0.644  -5.084
C  3.582  1.503  2.441
C  0.175  -4.851  1.695
H  -1.661  5.119  -0.786
H  -1.656  2.081  2.792
H  -2.563  -5.137  1.622
H  -3.143  -0.596  1.468
H  1.377  0.324  -1.494
H  -0.105  1.156  -1.874
H  4.416  1.456  -0.807
H  -3.534  -3.596  3.068
H  -3.182  -3.441  4.788
H  0.375  -3.148  -0.959
H  3.208  6.053  2.522
H  1.313  0.407  5.600
H  1.182  -5.088  1.328
H  1.618  2.131  0.290
H  -5.044  2.052  4.603
H  -3.035  1.430  -1.058
H  0.347  -7.884  -2.093
H  0.238  3.608  5.152
H  -1.573  -6.202  -4.290
H  -5.624  1.581  -2.409
H  -0.182  -6.772  2.637
H  6.110  0.718  -5.446
H  4.263  0.709  2.786
H  1.644  -3.645  4.683
H  -3.558  0.581  6.087
H  -0.257  -0.135  1.881
H  -1.847  0.079  3.705
H  2.521  2.335  -4.400
H  -4.001  0.904  3.971
H  -4.117  -4.868  4.137
H  -0.941  -0.516  0.315
H  -1.155  -0.282  6.522
H  -6.124  3.685  -1.168
H  -3.076  0.613  -4.548
H  -1.822  3.028  -4.869
H  1.776  -1.264  -4.365
H  2.868  2.395  -8.049
H  3.211  0.443  0.026
H  5.595  3.070  2.472
H  5.435  -1.656  -4.183
H  0.956  -5.297  4.440
H  1.105  -5.543  -1.152
H  -2.402  -1.885  -1.395
H  4.365  4.017  -0.328
H  -2.584  6.619  -2.627
H  -0.052  -7.020  -4.560
H  -0.896  3.899  -1.621
H  -4.068  1.998  -5.223
H  -4.493  3.100  -0.671
H  -0.781  -7.105  -0.867
H  -1.916  1.248  -2.339
H  -1.407  5.499  -3.371
H  1.513  1.961  -1.983
H  4.481  -1.538  -6.821
H  5.627  3.758  0.940
H  2.058  4.176  3.804
H  0.048  -2.063  1.981
H  -0.294  -4.184  0.893
H  -4.238  2.106  6.756
H  4.378  -0.653  -3.099
H  1.113  1.337  4.210
H  -1.297  -5.030  5.823
H  -0.619  -6.293  4.813
H  4.621  1.854  -8.179
H  -2.420  4.396  6.143
H  -3.786  4.355  5.077
H  -4.885  0.675  -4.409
H  -4.905  4.993  -2.986
H  -2.476  0.990  8.290
H  1.723  -2.690  1.570
H  -1.539  -2.099  4.256
H  2.695  0.884  2.188
H  -1.950  -3.192  -0.186
H  -3.361  -3.410  -1.272
H  -0.183  0.675  7.582
H  -2.314  -6.404  5.277
H  1.301  -2.020  3.224
H  -5.687  2.982  -3.466
H  -0.221  3.372  6.860
H  -3.985  2.465  3.225
H  2.315  -4.637  3.392
H  1.205  2.612  6.278
H  -0.168  -5.203  -4.832
H  3.327  0.688  -8.085
H  0.716  4.002  0.653
H  3.223  -2.575  -5.974
H  5.620  2.744  -6.467
H  -0.820  -6.735  1.043
H  -1.048  1.687  0.663
H  -1.876  2.528  7.838
H  1.302  2.756  2.865
H  4.465  4.773  2.688
H  4.950  0.299  0.427
H  1.306  0.277  -6.278
H  -2.817  -3.349  -3.792
H  4.116  5.563  1.210
H  2.205  -3.395  -2.424
H  0.022  -1.952  -2.229
H  3.934  -2.268  -3.634
H  -2.086  -2.030  1.730
H  -1.439  -7.669  -2.486
H  1.505  5.560  0.430
H  -1.923  -1.959  -3.413
H  4.328  3.881  -6.148
H  -3.173  -5.297  -1.635
H  4.209  3.086  3.850
H  1.918  2.802  -6.045
H  -2.264  3.498  -0.467
H  1.730  -5.937  -2.781
H  -2.682  -6.560  2.548
H  -2.285  4.130  4.295
H  -2.969  5.802  -4.114
H  0.588  0.898  -4.808
H  2.749  -1.144  -6.989
H  2.995  1.986  4.499
H  0.801  5.213  1.977
H  -1.226  -3.423  -4.354
H  6.194  2.166  1.049
H  1.138  -3.722  -3.828
H  4.937  2.950  -4.828
H  -3.279  0.101  -2.187
H  2.617  0.162  -3.535
H  0.106  -0.131  4.456
H  -4.493  5.568  -1.353

Mulliken population analysis, charges in e, atoms 1 to 8:
1 O -0.730
2 O -0.284
3 O -0.616
4 O 2.117
5 O -0.232
6 O -0.548
7 O -0.135
8 O -0.652



Record 3
ORCA calculation (ωB97M-V/def2-TZVPD) on the molecule C3H2N4O in a non-equilibrium geometry.

## Properties
HOMO energy ... -9.6 eV
LUMO level ... -0.98 eV
Maximum force ... 4.4 eV/Å
M ... 110.08 g mol⁻¹
Charge ... 0
Energy above the lowest of the compared OMol25 structures with the same formula, charge and spin ... 57.0 kcal per mole
Electronic energy ... -11146.8013 eV

Positions of all 10 atoms, in Å:
O  1.848  -0.615  0.933
N  0.475  -1.005  -0.839
N  0.028  -0.135  -1.563
N  -1.427  0.300  0.739
N  -0.937  1.437  0.024
C  -0.566  -0.520  1.153
C  0.771  -0.672  0.543
C  -0.311  1.183  -1.058
H  -0.969  -1.217  1.927
H  -0.152  2.009  -1.755

Mulliken population analysis, charges in e, atoms 1 to 8:
1 O -0.407
2 N -0.147
3 N -0.171
4 N -0.279
5 N -0.260
6 C -0.008
7 C 0.486
8 C 0.047



Record 4
ORCA calculation (ωB97M-V/def2-TZVPD) on a cluster of 2 separate species, C5H11O2 in total in a non-equilibrium geometry.

## Properties
HOMO energy (alpha / beta) ... -10.6 / -10.6 eV
Expectation value of S² ... 0.756
Spin multiplicity ... 2
LUMO level (alpha / beta) ... 0.80 / -3.19 eV
Maximum force ... 5.4 eV/Å
M ... 103.14 g mol⁻¹
Charge ... 0
Energy above the lowest of the compared OMol25 structures with the same formula, charge and spin ... 43.6 kcal per mole
Electronic energy ... -9454.5585 eV

Positions of all 18 atoms, in Å:
O  -2.560  -1.089  1.266
O  -1.386  -2.002  2.978
C  0.346  -0.134  -3.137
C  -1.824  -1.142  2.225
C  0.258  0.308  1.711
C  -0.873  0.186  2.627
C  1.243  0.755  -2.328
H  2.287  0.665  -2.750
H  -0.760  -0.126  -2.671
H  1.247  0.859  2.030
H  -1.373  1.190  2.578
H  0.879  1.761  -1.939
H  1.220  0.125  -1.335
H  -0.463  0.021  3.696
H  0.803  -0.664  1.616
H  0.660  -1.180  -3.196
H  -0.048  0.408  0.750
H  0.345  0.058  -4.122

Mulliken population analysis, charges in e, atoms 1 to 8:
1 O -0.505
2 O -0.347
3 C -0.922
4 C 0.657
5 C -1.269
6 C -0.240
7 C -0.487
8 H 0.260